Entry 1:
ORCA calculation (ωB97M-V/def2-TZVPD) on the molecule C5H12O6S2 at a distorted geometry.

Output
HOMO energy: -10.16 eV
E_LUMO: 0.7 eV

```
25
Properties=species:S:1:pos:R:3:forces:R:3:mulliken_charge:R:1
C 2.688 -1.634 -1.966 -1.270 3.274 -1.030 -1.1383
C -1.070 2.880 -0.556 -1.056 -1.072 2.077 -1.4948
C -2.095 -1.314 2.650 0.504 -0.179 1.037 -0.5174
C 2.362 -0.845 -0.633 -1.032 -2.944 0.168 -0.1720
C -0.776 1.379 -0.669 -1.031 0.997 -0.092 0.4015
O -0.942 -1.580 -0.383 -1.552 0.301 -0.166 -0.4311
O 0.208 -0.179 1.397 0.190 1.136 -1.583 -0.5570
O 1.175 1.990 0.940 0.099 0.150 -0.450 -0.6900
O -2.687 -1.053 1.388 -1.424 0.787 -0.687 -0.2416
O 1.472 0.246 -0.813 -0.812 0.535 0.384 -0.2830
O -1.972 0.734 -0.348 -0.956 -0.970 0.425 -0.3781
S -2.238 -0.938 -0.148 1.414 -0.299 0.163 0.5275
S 0.535 0.828 0.396 2.416 -0.854 1.697 1.1265
H 1.861 -1.565 -2.763 0.526 -0.111 1.680 0.2789
H 3.440 -1.010 -2.490 0.508 -1.378 0.260 0.3324
H 2.790 -2.682 -1.726 0.903 -0.034 -0.207 0.3522
H -1.720 3.074 0.317 0.314 -0.261 -0.290 0.3573
H -0.240 3.490 -0.437 1.855 0.753 0.174 0.4589
H -1.587 3.230 -1.392 -0.944 0.175 -1.550 0.4100
H -1.609 -0.477 3.108 0.681 0.917 -0.573 0.2428
H -1.358 -2.068 2.430 0.159 -0.514 0.779 0.3000
H -2.825 -1.512 3.489 0.067 -0.674 -1.712 0.2441
H 3.205 -0.555 -0.005 0.250 0.083 -0.524 0.3942
H 1.843 -1.670 -0.102 -0.079 0.924 0.435 0.1956
H -0.460 1.231 -1.685 0.269 -0.744 -0.416 0.2813
```
Forces are in eV/Å.

Entry 2:
ORCA calculation (ωB97M-V/def2-TZVPD) on the ion C20H18N3O with charge +1 at a distorted geometry.

Output
SMILES string: COc1ccc([C@@H](c2ccccc2)[n+]2n[nH]c3ccccc32)cc1
HOMO energy: -11.33 eV
Total charge: +1
E_LUMO: -4.1 eV

```
42
Properties=species:S:1:pos:R:3:forces:R:3:mulliken_charge:R:1
C 0.525 -5.419 0.068 0.113 -0.030 -0.273 -0.7813
O 1.274 -4.617 -0.895 -0.009 0.325 1.214 -0.4494
C 1.757 -3.440 -0.392 0.000 0.505 0.274 0.9290
C 2.429 -2.542 -1.253 0.078 0.078 0.133 -0.7117
C 2.963 -1.344 -0.752 0.710 -0.517 0.219 -0.2057
C 2.918 -1.028 0.631 0.335 0.557 0.316 0.5650
C 3.744 0.163 1.251 -1.094 0.837 -2.295 -0.4557
C 2.927 1.173 2.135 -0.451 0.391 -0.991 0.3877
C 3.421 2.490 2.156 0.388 -0.054 0.827 -0.4527
C 2.990 3.400 3.139 -0.054 -0.015 -0.654 -0.4562
C 1.927 3.077 3.999 0.496 -0.009 -0.700 -0.4502
C 1.250 1.877 3.772 0.044 0.251 -0.755 -0.7036
C 1.655 0.987 2.748 0.685 -0.347 1.025 -0.2811
N 5.125 -0.157 1.899 -0.067 -0.790 2.223 0.8499
N 5.255 0.294 3.126 0.878 -1.632 0.651 -0.4754
N 6.311 -0.318 3.686 -0.745 0.443 -1.173 -0.1109
C 6.934 -1.149 2.758 0.876 0.274 1.398 0.5623
C 8.140 -1.868 2.866 0.194 -0.093 -0.057 -0.8516
C 8.573 -2.539 1.708 -0.085 0.562 1.713 -0.3708
C 7.807 -2.508 0.542 -1.551 0.908 -0.246 -0.7820
C 6.601 -1.762 0.473 0.392 -0.611 -0.620 -0.4440
C 6.187 -1.059 1.608 -0.680 0.134 -0.563 0.6211
C 2.063 -1.805 1.415 0.623 -0.979 0.344 -1.2968
C 1.583 -3.036 0.948 -0.195 0.059 -0.247 -0.4698
H 0.287 -6.364 -0.436 0.133 0.425 0.077 0.2471
H 1.119 -5.638 0.979 -0.204 0.104 -0.614 0.3106
H -0.413 -4.909 0.358 0.472 -0.162 -0.199 0.3443
H 2.593 -2.826 -2.301 -0.280 0.258 0.483 0.4049
H 3.498 -0.689 -1.459 -0.179 -0.327 0.446 0.4239
H 4.155 0.715 0.377 -0.749 -0.058 0.337 0.4196
H 4.173 2.787 1.402 -0.172 -0.191 0.794 0.3164
H 3.479 4.381 3.170 -0.373 -0.365 0.071 0.3730
H 1.573 3.820 4.720 0.187 -0.498 -0.110 0.3779
H 0.353 1.674 4.355 0.087 -0.086 -0.318 0.3869
H 0.975 0.153 2.520 0.727 0.393 0.235 0.5896
H 6.545 -0.189 4.690 -0.433 0.237 -1.227 0.2460
H 8.702 -1.844 3.832 -0.446 -0.173 -1.143 0.3575
H 9.521 -3.079 1.756 -0.375 0.114 -0.165 0.3983
H 8.154 -3.067 -0.320 -0.179 0.151 -0.014 0.4147
H 5.969 -1.719 -0.419 0.479 -0.188 0.204 0.4441
H 1.817 -1.531 2.447 0.534 -0.357 -0.429 0.4643
H 1.103 -3.713 1.652 -0.107 0.476 -0.190 0.3145
```
Forces are in eV/Å.

Entry 3:
ORCA calculation (ωB97M-V/def2-TZVPD) on the molecule CH3NOP2S at a distorted geometry.

Output
SMILES string: C=NP(=O)=[PH]=S
HOMO energy: -8.63 eV
ΔE to the lowest compared entry with this formula, charge and spin: 53.19 kcal per mole
E_LUMO: -1.8 eV

```
9
Properties=species:S:1:pos:R:3:forces:R:3:mulliken_charge:R:1
C 1.874 -0.037 -0.455 0.766 0.862 0.818 -0.1873
N 0.726 0.432 -0.620 -0.811 -0.746 0.055 -0.2039
P -0.304 1.572 0.102 0.611 1.206 -2.541 0.2214
O -0.478 1.404 1.538 0.024 -0.665 1.904 -0.4409
P -1.989 -0.386 -0.160 -0.341 -0.417 -0.372 0.2441
S -1.396 -2.194 -0.259 -0.165 0.038 0.141 -0.1964
H 2.257 -0.988 -0.886 -0.396 0.715 -0.033 0.2572
H 2.531 0.578 0.192 0.370 -0.848 -0.186 0.2135
H -3.222 -0.380 0.550 -0.058 -0.145 0.214 0.0924
```
Forces are in eV/Å.

Entry 4:
ORCA calculation (ωB97M-V/def2-TZVPD) on a cluster of 2 separate species, C5H12N2O in total at a distorted geometry.

Output
SMILES string: C=NC(=C)CCN.O
HOMO energy: -8.46 eV
ΔE to the lowest compared entry with this formula, charge and spin: 58.32 kcal per mole
E_LUMO: 0.9 eV

```
20
Properties=species:S:1:pos:R:3:forces:R:3:mulliken_charge:R:1
C 2.079 0.837 -0.065 0.299 0.163 0.260 -0.2530
N 1.355 0.541 -1.040 -0.836 -0.055 -0.944 -0.3788
C 0.465 -0.538 -1.251 0.624 -0.337 0.057 0.6062
C 0.950 -1.740 -1.596 -0.126 -0.242 0.543 -0.9989
C -0.991 -0.168 -1.324 0.216 0.801 0.396 -0.7791
C -1.553 0.459 -0.030 0.545 -0.752 -1.028 -0.5884
N -1.480 -0.436 1.105 -0.835 1.394 0.655 -0.5589
H 2.132 0.356 0.910 -0.172 -0.372 -0.069 0.2478
H 2.729 1.703 -0.198 -0.033 0.006 0.137 0.2841
H 0.328 -2.595 -1.878 0.048 0.562 0.099 0.2756
H 2.018 -1.924 -1.540 -0.057 0.070 -0.144 0.2824
H -1.592 -0.988 -1.649 -0.267 -0.903 -0.007 0.3581
H -1.108 0.571 -2.099 0.103 0.529 -0.467 0.3328
H -2.570 0.739 -0.237 -0.516 0.225 0.159 0.3817
H -0.981 1.350 0.148 0.220 0.587 0.321 0.3088
H -0.687 -1.000 1.007 1.374 -1.180 -0.026 0.2256
H -2.285 -1.025 1.148 -0.399 -0.408 0.082 0.2429
O 0.747 1.240 2.638 -1.755 0.496 1.466 -0.6296
H -0.146 0.807 2.501 1.189 0.458 0.020 0.3406
H 0.590 1.812 3.448 0.379 -1.042 -1.509 0.3001
```
Forces are in eV/Å.

Entry 5:
ORCA calculation (ωB97M-V/def2-TZVPD) on a cluster of 9 separate species, C36H99N9O9 in total at a distorted geometry.

Output
SMILES string: COC[C@H](C)N.COC[C@H](C)N.COC[C@H](C)N.COC[C@H](C)N.COC[C@H](C)N.COC[C@H](C)N.COC[C@H](C)N.COC[C@H](C)N.COC[C@H](C)N
HOMO energy: -8.74 eV
ΔE to the lowest compared entry with this formula, charge and spin: 139.20 kcal per mole
E_LUMO: 0.2 eV

```
153
Properties=species:S:1:pos:R:3:forces:R:3:mulliken_charge:R:1
C 4.106 1.805 -1.295 0.240 -0.196 0.778 -0.8060
O 5.464 1.853 -1.014 2.199 1.083 0.806 -0.3944
C 5.827 2.766 0.072 0.363 -0.136 -0.889 -0.4748
C 7.361 3.162 0.175 -1.269 -0.485 -1.220 0.2807
C 7.924 4.020 -1.025 -0.206 -0.964 0.929 -1.3629
N 8.186 1.963 0.429 -0.109 1.335 -0.348 -0.7072
H 3.615 2.046 -0.352 -0.861 0.023 -0.224 0.5770
H 3.890 0.773 -1.568 -0.296 0.026 -0.156 0.1863
H 3.845 2.490 -2.102 -0.289 0.163 -0.031 0.1880
H 5.215 3.668 0.064 -0.067 0.367 -0.629 0.5559
H 5.537 2.319 1.023 0.199 -0.519 0.147 0.0457
H 7.276 3.815 1.044 0.659 0.041 0.301 0.3187
H 8.934 4.357 -0.796 -0.129 0.274 0.349 0.3994
H 7.265 4.862 -1.237 0.108 0.011 -0.008 0.3862
H 8.080 3.437 -1.933 -0.490 -0.253 -0.041 0.1438
H 7.630 1.323 0.978 -0.140 -0.043 0.088 0.2010
H 8.228 1.505 -0.470 0.245 -0.269 -0.253 0.3606
C -5.949 -5.835 3.720 0.317 0.347 -1.273 -0.7049
O -5.730 -4.741 2.841 0.603 1.303 -1.430 -0.2318
C -5.977 -4.907 1.419 -1.238 -0.518 0.461 -0.9608
C -4.917 -5.564 0.577 2.568 1.680 -0.224 0.7823
C -3.526 -4.798 0.530 -0.338 -0.246 1.365 -1.3547
N -5.289 -5.685 -0.833 -0.593 -1.060 0.010 -0.7425
H -5.363 -5.657 4.622 -0.136 0.077 -0.028 0.2020
H -5.536 -6.699 3.199 -0.446 -0.612 0.486 0.3215
H -7.016 -5.870 3.936 0.005 -0.564 0.141 0.2844
H -6.841 -5.553 1.262 -0.403 -0.215 0.306 0.4311
H -6.306 -3.982 0.946 0.358 0.588 0.563 0.3211
H -4.781 -6.530 1.064 0.326 -0.375 -0.542 0.0927
H -3.592 -3.784 0.136 -0.422 -0.044 -0.412 0.2283
H -2.789 -5.358 -0.045 -0.136 -0.091 -0.213 0.4632
H -3.053 -4.632 1.498 -0.154 -0.290 0.391 0.4097
H -4.440 -5.817 -1.364 -0.114 -0.443 0.032 0.4286
H -5.710 -4.885 -1.285 -0.317 0.355 0.558 0.2582
C -5.166 -2.470 -2.841 0.706 -0.067 -1.841 0.0259
O -4.733 -3.579 -3.670 -0.631 -0.178 0.778 -0.4842
C -3.518 -4.222 -3.272 0.182 2.132 -0.253 0.0351
C -2.275 -3.292 -3.524 0.346 0.366 2.770 1.0078
C -2.118 -2.691 -4.853 -0.626 -0.488 -1.236 -1.0598
N -1.072 -3.927 -3.088 1.550 -2.280 -0.189 -0.7759
H -4.511 -1.657 -3.155 -0.169 0.551 0.426 -0.2528
H -5.137 -2.545 -1.754 0.229 -0.693 0.079 0.1266
H -6.183 -2.247 -3.166 0.050 -0.043 0.103 0.3012
H -3.626 -4.352 -2.196 0.614 -0.434 0.003 -0.7601
H -3.464 -5.160 -3.825 0.138 0.024 0.069 0.4897
H -2.252 -2.485 -2.792 -1.569 0.843 0.065 -0.0878
H -2.954 -1.996 -4.922 -0.002 -0.101 -0.803 -0.1730
H -2.162 -3.528 -5.550 -0.415 0.240 -0.586 0.4179
H -1.177 -2.193 -5.088 0.036 0.138 0.683 0.3735
H -1.159 -4.340 -2.170 -0.233 -0.171 0.109 0.2833
H -0.313 -3.268 -2.996 -0.004 0.344 -0.264 0.3049
C 3.206 -1.244 1.226 0.516 0.676 -1.051 -0.6574
O 4.389 -1.418 2.016 -0.694 0.130 -0.089 -0.4737
C 4.826 -0.230 2.700 -0.289 -1.208 0.826 -0.6232
C 6.326 -0.351 2.938 -0.951 1.162 -1.339 0.4946
C 6.892 0.931 3.599 -1.006 -0.906 0.712 -1.4721
N 6.938 -0.397 1.611 0.747 -0.223 0.513 -0.6089
H 2.517 -0.463 1.547 0.090 -0.121 0.590 0.3645
H 2.613 -2.124 0.975 0.347 -0.490 1.075 0.4018
H 3.508 -0.942 0.223 0.323 0.409 -0.270 0.2021
H 4.506 0.678 2.189 0.302 0.036 -0.237 0.1412
H 4.387 -0.255 3.697 -0.510 0.288 0.178 0.2843
H 6.475 -1.269 3.506 0.254 0.067 0.325 0.4466
H 7.974 0.939 3.471 -0.093 0.402 0.149 0.4231
H 6.613 0.963 4.653 0.427 -0.325 0.275 0.4394
H 6.387 1.832 3.252 0.390 -0.004 -0.724 0.2881
H 7.921 -0.331 1.833 0.512 -0.218 -0.563 0.2818
H 6.809 -1.277 1.133 -0.323 -0.140 0.041 0.2036
C -2.049 2.362 3.949 0.333 0.712 0.025 -0.3663
O -1.631 3.338 4.924 -0.324 -0.689 0.194 -0.3832
C -2.584 4.395 5.124 0.350 0.708 0.565 -0.5070
C -2.118 5.330 6.312 -1.390 0.606 0.102 0.2844
C -2.817 6.718 6.314 -0.731 -0.960 -0.258 -1.3237
N -0.722 5.513 6.285 1.456 0.291 -0.039 -0.6449
H -1.313 1.635 3.607 1.003 0.335 0.859 0.1937
H -2.204 2.917 3.023 -1.098 -0.150 -0.117 0.3560
H -2.830 1.714 4.347 -0.689 0.553 -0.292 -0.0172
H -2.600 5.026 4.235 0.181 0.204 -0.343 0.3202
H -3.620 4.074 5.234 -0.001 -0.560 0.329 0.3358
H -2.298 5.011 7.339 -0.708 -1.192 -0.273 0.1548
H -2.786 7.182 7.300 0.640 0.142 -0.150 0.3466
H -3.890 6.590 6.170 -0.163 -0.129 -0.299 0.3272
H -2.463 7.368 5.514 0.172 0.123 0.121 0.3782
H -0.330 4.640 5.961 0.635 0.198 -0.142 0.3238
H -0.477 6.289 5.688 0.336 -0.206 -0.287 0.2320
C -0.821 3.000 -3.471 0.212 -0.521 -0.042 -1.0033
O -1.153 1.602 -3.555 -1.541 0.605 -0.603 -0.0343
C -2.541 1.373 -3.913 -1.002 1.222 -0.679 -0.1809
C -2.959 1.673 -5.389 1.130 -0.581 -0.281 0.3417
C -4.423 1.944 -5.651 -0.327 0.126 0.990 -1.3833
N -2.675 0.553 -6.245 0.899 -0.929 -0.815 -0.7693
H -1.442 3.542 -2.757 -0.364 -0.114 -0.007 0.4017
H -0.871 3.477 -4.449 -0.036 0.042 0.012 0.3252
H 0.198 3.068 -3.090 0.013 -0.159 -0.185 0.2128
H -2.840 0.349 -3.691 0.497 -0.164 0.175 -0.2758
H -3.247 2.021 -3.394 0.419 0.238 1.067 0.3713
H -2.352 2.514 -5.724 -0.014 0.163 -0.111 0.2750
H -4.664 2.168 -6.690 0.489 0.289 0.078 0.3637
H -4.775 2.728 -4.980 -0.378 0.040 -0.138 0.3862
H -4.966 1.017 -5.467 -0.254 -0.014 0.366 0.2799
H -1.718 0.243 -6.161 0.455 0.251 -0.120 0.2990
H -3.169 -0.258 -5.901 -0.483 -0.064 -0.086 0.3130
C -2.482 -2.387 5.537 0.528 0.648 0.771 -0.5981
O -3.765 -2.475 6.067 -0.380 -0.753 0.604 -0.3936
C -4.795 -1.988 5.247 -0.495 -0.204 0.519 -0.8787
C -4.878 -0.445 5.216 0.331 -0.156 1.223 1.0276
C -4.762 0.276 6.591 0.435 -0.090 -0.977 -1.3649
N -6.122 0.032 4.697 -0.594 -0.109 -0.945 -0.7179
H -1.783 -2.358 6.373 -0.028 0.231 0.221 0.2877
H -2.432 -1.417 5.043 0.702 -0.256 -0.643 0.1891
H -2.137 -3.264 4.990 -0.457 0.062 -0.773 0.2858
H -4.764 -2.451 4.260 0.418 0.338 -0.581 0.3774
H -5.707 -2.447 5.630 -0.264 0.384 0.491 0.2540
H -4.085 -0.134 4.537 0.189 0.419 0.123 -0.2357
H -3.792 0.090 7.054 -0.285 0.066 0.313 0.2909
H -5.617 0.099 7.244 0.188 -0.855 0.188 0.3946
H -4.914 1.338 6.397 0.578 0.183 -0.212 0.5083
H -6.804 -0.025 5.440 -0.341 -0.070 -0.085 0.3059
H -6.402 -0.605 3.966 -0.511 0.099 -0.306 0.2647
C -0.719 -1.684 2.094 0.011 0.052 -0.756 -0.9187
O 0.177 -1.178 1.012 -1.323 -0.298 2.008 -0.0898
C -0.419 -1.219 -0.284 1.545 -0.145 -0.505 -0.8658
C 0.532 -0.511 -1.334 -0.124 1.416 2.818 0.4951
C 0.682 1.085 -1.048 0.075 -2.005 0.879 -1.1252
N 0.118 -0.762 -2.667 -0.857 0.423 -1.093 -0.0466
H -1.429 -0.960 2.492 -0.073 0.611 -0.669 0.3576
H -0.276 -2.044 3.022 1.360 0.263 -0.444 0.3893
H -1.307 -2.557 1.808 -0.023 0.004 -0.727 0.1861
H -0.411 -2.271 -0.569 -0.601 -0.185 -0.306 0.3122
H -1.426 -0.800 -0.286 -0.141 0.110 -0.081 0.3983
H 1.505 -1.000 -1.295 0.221 0.191 0.777 0.1088
H 0.814 1.370 -0.004 0.261 -0.665 0.384 0.4921
H -0.245 1.614 -1.269 0.322 -0.036 -0.884 0.3672
H 1.626 1.371 -1.514 -0.553 0.578 -0.579 0.0125
H 0.726 -0.165 -3.210 0.843 -0.399 -0.626 0.0239
H -0.673 -0.153 -2.826 -0.925 -0.339 0.072 -0.0561
C 3.304 0.262 -4.964 0.625 0.308 -0.599 -0.5195
O 4.160 0.442 -6.111 0.652 -0.658 0.758 -0.4400
C 5.607 0.241 -5.897 -1.663 1.155 0.535 -0.8718
C 6.293 1.512 -5.370 0.912 -0.146 -2.016 1.1911
C 6.280 2.631 -6.402 -1.748 0.431 0.119 -1.5512
N 7.685 1.147 -5.151 0.329 -0.207 1.553 -0.7074
H 2.291 0.059 -5.313 0.101 -0.028 -0.260 0.1737
H 3.259 1.172 -4.366 0.110 0.151 0.159 0.2324
H 3.608 -0.564 -4.320 0.227 -0.136 -0.046 0.3525
H 5.824 -0.544 -5.173 -0.249 -0.320 -0.150 0.3835
H 5.992 0.004 -6.889 0.083 -0.143 0.084 0.3490
H 5.821 1.909 -4.471 0.127 -0.442 0.285 -0.2275
H 6.876 2.483 -7.303 0.206 -0.273 0.223 0.3529
H 6.522 3.582 -5.927 0.313 0.040 -0.107 0.4114
H 5.240 2.719 -6.716 -0.159 0.301 -0.332 0.3319
H 8.136 1.959 -4.754 0.357 -0.048 0.133 0.2688
H 8.184 0.938 -6.003 -0.254 0.014 -0.265 0.2650
```
Forces are in eV/Å.

Number 2 is which compound? C20H18N3O

The lowest HOMO energy belongs to which entry? C20H18N3O

HOMO energy of number 4 (C5H12N2O)? -8.46 eV

Number 5 is which compound? C36H99N9O9